C31H34BrN5O3SSeSr as an isolated structure in a non-equilibrium geometry. Source: the Open Molecules 2025 dataset; level of theory: ωB97M-V/def2-TZVPD.

Summary:
HOMO level   0.0149 Eh
Energy relative to the best compared isomer or geometry (same formula, charge and spin)   1.608 eV
HOMO-LUMO gap   3.24 eV
Total charge   -2

Each line ends with the Löwdin charge.
Positions of all 77 atoms, in Å:
1 Sr 1.452 -1.015 -0.138  0.937
2 O -0.200 -4.157 -2.627  0.018
3 C 0.299 -3.062 -2.382  -0.597
4 O 0.092 -2.336 -1.340  -0.341
5 C 1.239 -2.440 -3.417  -0.181
6 C 1.625 -3.204 -4.549  -0.007
7 C 2.390 -2.613 -5.504  -0.025
8 C 2.816 -1.272 -5.331  -0.163
9 C 3.615 -0.583 -6.280  -0.067
10 C 4.008 0.703 -6.039  -0.105
11 C 3.650 1.348 -4.830  -0.078
12 C 2.879 0.710 -3.900  -0.070
13 C 2.420 -0.608 -4.152  -0.213
14 N 1.600 -1.196 -3.229  0.161
15 H 1.274 -4.223 -4.618  0.105
16 H 2.688 -3.149 -6.400  0.104
17 H 3.915 -1.099 -7.188  0.095
18 H 4.613 1.229 -6.769  0.088
19 H 4.016 2.347 -4.627  0.099
20 H 2.646 1.144 -2.933  0.019
21 C -0.915 -3.363 1.559  -0.065
22 C -0.815 -3.139 3.069  -0.373
23 C 0.458 -3.803 3.606  -0.070
24 C -0.853 -1.678 3.495  -0.143
25 C -1.776 -1.306 4.467  -0.084
26 C -1.766 -0.042 5.046  -0.151
27 C -0.768 0.843 4.651  -0.077
28 C 0.168 0.525 3.674  -0.140
29 C 1.277 1.523 3.393  -0.369
30 C 2.661 0.945 3.708  -0.067
31 C 1.252 2.093 1.966  -0.088
32 C 0.105 -0.734 3.007  -0.309
33 O 0.905 -1.023 2.015  -0.370
34 H -1.046 -4.423 1.316  0.082
35 H 0.002 -3.011 1.094  0.036
36 H -1.751 -2.803 1.131  0.069
37 H -1.675 -3.624 3.540  0.114
38 H 1.336 -3.315 3.177  0.079
39 H 0.487 -4.867 3.343  0.069
40 H 0.515 -3.714 4.695  0.074
41 H -2.510 -2.038 4.794  0.092
42 H -2.483 0.228 5.812  0.073
43 H -0.704 1.817 5.129  0.094
44 H 1.100 2.357 4.078  0.111
45 H 2.885 0.115 3.038  0.066
46 H 2.708 0.594 4.744  0.072
47 H 3.434 1.706 3.560  0.075
48 H 1.764 1.428 1.266  0.008
49 H 1.784 3.050 1.933  0.076
50 H 0.221 2.247 1.629  0.067
51 Br -0.690 5.636 -4.149  0.677
52 C -0.230 4.050 -3.200  -0.692
53 C -0.593 2.822 -3.715  -0.115
54 C -0.237 1.700 -2.979  -0.142
55 N 0.424 1.760 -1.828  0.080
56 C 0.773 2.954 -1.361  -0.113
57 C 0.464 4.143 -2.012  -0.104
58 H -1.128 2.734 -4.650  0.094
59 H -0.489 0.705 -3.337  0.110
60 H 1.337 2.959 -0.435  0.089
61 H 0.761 5.097 -1.603  0.097
62 C -5.114 1.625 3.258  -0.110
63 C -4.644 2.280 1.956  -0.255
64 C -3.765 1.387 1.134  -0.636
65 N -2.550 1.645 0.813  0.021
66 N -1.959 0.684 0.012  0.021
67 C -2.758 -0.299 -0.262  -0.710
68 N -2.466 -1.321 -1.119  0.101
69 S -4.334 -0.134 0.483  1.029
70 H -5.744 2.312 3.831  0.064
71 H -4.256 1.339 3.864  0.063
72 H -5.692 0.720 3.051  0.059
73 H -4.062 3.178 2.165  0.108
74 H -5.513 2.568 1.358  0.098
75 H -1.475 -1.574 -1.229  0.049
76 H -3.073 -2.121 -1.083  0.083
77 Se 3.975 0.035 -0.644  -0.695


C31H34F24N2O8PS as an isolated structure in a non-equilibrium geometry. Source: the Open Molecules 2025 dataset; level of theory: ωB97M-V/def2-TZVPD.

Summary:
HOMO level   -0.1661 Eh
HOMO-LUMO gap   6.04 eV
Total charge   -1

Each line ends with the Löwdin charge.
Positions of all 101 atoms, in Å:
1 C 2.986 -1.953 2.910  -0.115
2 O 4.121 -1.094 3.030  -0.230
3 C 4.629 -0.683 1.748  -0.233
4 C 4.350 0.863 1.442  -0.140
5 C 3.133 0.874 0.411  -0.197
6 C 2.852 2.289 -0.220  -0.181
7 C 1.964 3.249 0.663  -0.131
8 C 0.843 2.545 1.467  -0.067
9 C -0.105 1.519 0.893  -0.038
10 C 0.001 1.149 -0.646  -0.713
11 O -0.019 2.090 -1.474  -0.068
12 O 0.148 -0.060 -1.049  -0.120
13 C -1.107 0.868 1.728  -0.252
14 P -2.196 -0.407 0.916  0.915
15 C -3.898 0.382 0.814  -0.303
16 C -2.258 -1.890 2.061  -0.325
17 C -1.270 1.162 3.185  -0.348
18 N -2.157 0.578 4.054  -0.229
19 S -1.798 1.408 5.472  0.909
20 N -0.555 2.452 5.083  -0.257
21 C -0.339 2.226 3.725  -0.259
22 C 0.698 2.900 2.874  -0.058
23 C 1.569 3.969 3.592  -0.152
24 O 1.546 5.247 2.903  -0.177
25 O 2.489 6.042 3.545  -0.056
26 H 2.799 -2.439 3.912  0.091
27 H 3.119 -2.786 2.172  0.095
28 H 2.056 -1.361 2.665  0.093
29 H 4.070 -1.292 0.976  0.111
30 H 5.708 -0.953 1.590  0.100
31 H 4.102 1.374 2.405  0.110
32 H 5.272 1.249 0.938  0.103
33 H 3.479 0.214 -0.439  0.119
34 H 2.239 0.365 0.846  0.100
35 H 3.860 2.791 -0.336  0.106
36 H 2.470 2.131 -1.260  0.105
37 H 2.616 3.912 1.290  0.101
38 H 1.444 3.952 -0.055  0.130
39 H -4.577 -0.218 0.161  0.022
40 H -3.786 1.423 0.407  0.041
41 H -4.297 0.509 1.862  0.025
42 H -3.021 -1.669 2.865  0.016
43 H -2.616 -2.826 1.551  0.030
44 H -1.281 -2.137 2.547  0.033
45 H 1.099 4.172 4.599  0.115
46 H 2.613 3.618 3.799  0.129
47 H 3.118 6.365 2.870  0.106
48 C -2.507 2.272 -4.734  -0.029
49 C -3.556 1.416 -4.000  -0.426
50 C -3.097 0.033 -3.548  -0.268
51 F -2.689 -0.747 -4.570  0.091
52 F -4.128 -0.630 -2.950  0.063
53 F -4.676 1.336 -4.769  0.106
54 F -3.918 2.109 -2.884  0.109
55 O -2.535 2.267 -6.168  0.034
56 C -1.896 1.221 -6.834  -0.526
57 C -2.875 0.315 -7.586  -0.279
58 F -3.826 -0.184 -6.770  0.091
59 F -2.222 -0.746 -8.123  0.092
60 F -1.112 0.548 -5.976  0.150
61 F -1.060 1.798 -7.732  0.135
62 H -2.734 3.307 -4.473  0.149
63 H -1.499 2.106 -4.348  0.149
64 H -2.281 0.109 -2.819  0.174
65 H -3.372 0.862 -8.389  0.171
66 C -9.752 -1.779 -5.224  -0.052
67 C -9.696 -3.317 -5.136  -0.438
68 C -10.014 -3.932 -3.772  -0.303
69 F -9.179 -3.517 -2.803  0.097
70 F -9.891 -5.283 -3.833  0.089
71 F -8.496 -3.738 -5.592  0.132
72 F -10.623 -3.796 -6.021  0.096
73 O -8.525 -1.065 -5.099  0.042
74 C -8.049 -0.800 -3.808  -0.507
75 C -6.749 -1.545 -3.492  -0.282
76 F -6.883 -2.881 -3.661  0.095
77 F -6.396 -1.348 -2.202  0.097
78 F -9.027 -1.039 -2.910  0.130
79 F -7.814 0.528 -3.760  0.152
80 H -10.082 -1.554 -6.240  0.146
81 H -10.529 -1.360 -4.582  0.143
82 H -11.040 -3.703 -3.469  0.172
83 H -5.937 -1.203 -4.133  0.158
84 C 8.852 -0.125 4.613  -0.039
85 C 8.062 -1.050 3.666  -0.430
86 C 7.082 -2.020 4.327  -0.296
87 F 7.684 -2.866 5.191  0.086
88 F 6.492 -2.792 3.384  0.097
89 F 8.937 -1.706 2.867  0.126
90 F 7.338 -0.238 2.845  0.097
91 O 10.173 -0.530 4.984  0.038
92 C 10.311 -1.437 6.036  -0.521
93 C 10.863 -2.792 5.580  -0.279
94 F 10.106 -3.338 4.608  0.098
95 F 10.873 -3.670 6.613  0.095
96 F 9.146 -1.542 6.701  0.138
97 F 11.189 -0.880 6.903  0.140
98 H 9.009 0.802 4.059  0.148
99 H 8.263 0.171 5.483  0.146
100 H 6.293 -1.480 4.860  0.174
101 H 11.880 -2.688 5.199  0.174


C31H34FN5O5Pt as an isolated structure. Source: the Open Molecules 2025 dataset; level of theory: ωB97M-V/def2-TZVPD.

Summary:
HOMO level (alpha / beta)   -0.4671 / -0.4988 Eh
HOMO-LUMO gap (alpha / beta)   6.94 / 4.68 eV
Spin multiplicity   5
Total charge   +2

Each line ends with the Löwdin charge.
Positions of all 77 atoms, in Å:
1 Pt -0.426 0.383 -1.232  1.240
2 C 2.450 -2.497 5.501  -0.002
3 C 1.941 -1.062 5.572  -0.274
4 C 1.197 -0.717 6.851  -0.116
5 C -0.081 -1.531 6.967  -0.107
6 C -0.909 -1.395 5.722  -0.091
7 C -2.272 -1.607 5.754  0.091
8 C -3.027 -1.457 4.601  -0.221
9 F -4.329 -1.672 4.662  0.139
10 C -2.471 -1.084 3.387  0.103
11 C -1.108 -0.874 3.326  -0.029
12 C -0.491 -0.481 2.043  -0.249
13 O -1.194 -0.311 1.045  0.011
14 C 0.952 -0.296 2.057  0.062
15 C 1.629 -0.465 3.244  0.067
16 N 1.044 -0.819 4.395  0.076
17 C -0.317 -1.033 4.487  -0.055
18 C 1.809 0.064 0.846  -0.623
19 O 2.827 0.688 1.115  0.079
20 O 1.414 -0.358 -0.283  -0.129
21 H 3.097 -2.688 6.356  0.105
22 H 3.033 -2.661 4.594  0.093
23 H 1.633 -3.218 5.520  0.092
24 H 2.769 -0.368 5.433  0.156
25 H 0.965 0.350 6.859  0.137
26 H 1.860 -0.908 7.694  0.137
27 H -0.668 -1.213 7.828  0.137
28 H 0.147 -2.588 7.127  0.137
29 H -2.769 -1.881 6.677  0.152
30 H -3.090 -0.969 2.509  0.145
31 H 2.699 -0.299 3.267  0.160
32 O -1.313 -1.756 -1.780  -0.141
33 C -2.685 -1.780 -2.143  -0.154
34 C -3.131 -0.394 -2.538  -0.237
35 C -4.337 -0.238 -3.209  0.005
36 C -4.730 1.024 -3.607  -0.018
37 C -3.899 2.105 -3.335  -0.025
38 C -2.726 1.874 -2.653  -0.123
39 N -2.356 0.650 -2.244  -0.027
40 H -1.027 -2.614 -1.451  0.119
41 H -3.305 -2.137 -1.316  0.140
42 H -2.836 -2.444 -2.997  0.139
43 H -4.945 -1.107 -3.425  0.132
44 H -5.664 1.166 -4.136  0.126
45 H -4.154 3.107 -3.648  0.121
46 H -2.041 2.679 -2.416  0.110
47 C -2.069 2.817 0.724  -0.004
48 C -0.699 3.181 0.294  -0.283
49 C 0.017 4.376 0.633  0.002
50 C 1.226 4.290 0.022  0.017
51 C 1.242 3.039 -0.696  -0.263
52 C 2.363 2.513 -1.491  -0.003
53 N 0.062 2.391 -0.510  -0.022
54 H -2.448 3.535 1.447  0.094
55 H -2.093 1.818 1.160  0.063
56 H -2.752 2.803 -0.129  0.077
57 H -0.364 5.168 1.259  0.121
58 H 2.042 4.996 0.045  0.125
59 H 2.943 3.331 -1.916  0.100
60 H 2.011 1.849 -2.274  0.042
61 H 3.020 1.931 -0.836  0.090
62 N 0.586 0.167 -3.189  0.099
63 C 1.440 -0.066 -3.934  -0.219
64 N 2.416 -0.339 -4.760  -0.065
65 C 2.495 0.357 -6.064  -0.088
66 C 1.918 -0.543 -7.142  -0.178
67 O 2.572 -1.797 -7.141  -0.110
68 C 2.394 -2.487 -5.921  -0.180
69 C 2.996 -1.700 -4.769  -0.086
70 H 3.549 0.553 -6.260  0.138
71 H 1.967 1.306 -5.998  0.135
72 H 2.068 -0.103 -8.126  0.137
73 H 0.840 -0.679 -6.979  0.131
74 H 2.889 -3.451 -6.022  0.137
75 H 1.324 -2.659 -5.738  0.130
76 H 4.071 -1.591 -4.907  0.138
77 H 2.810 -2.173 -3.807  0.135


C31H35As2F10N4O7S3Y as an isolated structure in a non-equilibrium geometry. Source: the Open Molecules 2025 dataset; level of theory: ωB97M-V/def2-TZVPD.

Summary:
HOMO level   -0.2806 Eh
Energy relative to the best compared isomer or geometry (same formula, charge and spin)   1.502 eV
HOMO-LUMO gap   7.77 eV
Total charge   0

Each line ends with the Löwdin charge.
Positions of all 93 atoms, in Å:
1 Y 0.078 0.456 -0.190  1.188
2 C 1.716 3.547 1.538  -0.094
3 C 1.801 3.927 0.069  -0.257
4 N 0.689 3.473 -0.786  -0.174
5 C 0.989 3.944 -2.156  -0.248
6 C -0.058 3.611 -3.206  -0.074
7 C -0.605 4.033 -0.332  -0.169
8 C -1.571 2.910 -0.004  -0.208
9 N -0.954 2.022 0.971  -0.135
10 C -1.360 1.979 2.276  -0.200
11 C -0.720 1.043 3.085  -0.164
12 F 0.265 0.315 2.464  -0.023
13 C -1.035 0.773 4.388  -0.222
14 F -0.372 -0.207 5.027  0.086
15 C -2.026 1.491 5.029  0.062
16 C -2.639 2.476 4.281  -0.213
17 F -3.596 3.231 4.844  0.091
18 C -2.314 2.740 2.963  -0.138
19 F -2.962 3.759 2.355  0.073
20 H 2.567 3.987 2.064  0.084
21 H 0.810 3.914 2.017  0.070
22 H 1.737 2.469 1.704  0.029
23 H 1.886 5.022 -0.003  0.124
24 H 2.716 3.520 -0.363  0.087
25 H 1.126 5.036 -2.129  0.120
26 H 1.951 3.515 -2.441  0.102
27 H -0.956 4.220 -3.100  0.072
28 H 0.353 3.816 -4.196  0.083
29 H -0.357 2.567 -3.184  0.051
30 H -0.465 4.649 0.558  0.118
31 H -1.019 4.687 -1.102  0.113
32 H -2.523 3.304 0.338  0.118
33 H -1.781 2.347 -0.930  0.103
34 H -2.306 1.300 6.053  0.133
35 C 4.306 1.546 0.549  -0.294
36 As 2.922 0.245 0.274  1.134
37 C 4.047 -1.029 -0.695  -0.249
38 C 2.941 -0.750 1.957  -0.420
39 C 3.853 -0.451 2.959  -0.099
40 C 3.918 -1.236 4.104  -0.071
41 C 3.086 -2.335 4.237  -0.069
42 C 2.160 -2.624 3.242  -0.094
43 C 2.061 -1.830 2.107  -0.394
44 As 0.590 -2.073 0.835  1.140
45 C 1.137 -3.683 -0.072  -0.239
46 C -0.781 -2.761 2.008  -0.235
47 H 4.031 2.294 1.286  0.018
48 H 4.494 2.032 -0.407  0.035
49 H 5.203 1.013 0.858  0.037
50 H 4.801 -1.370 0.011  0.042
51 H 4.517 -0.514 -1.533  0.038
52 H 3.476 -1.865 -1.080  0.003
53 H 4.522 0.394 2.865  0.090
54 H 4.624 -0.988 4.887  0.107
55 H 3.137 -2.956 5.122  0.107
56 H 1.503 -3.473 3.377  0.093
57 H 1.187 -4.482 0.666  0.038
58 H 2.111 -3.529 -0.527  0.021
59 H 0.418 -3.917 -0.855  0.030
60 H -0.409 -3.637 2.532  0.028
61 H -1.630 -3.056 1.391  0.036
62 H -1.104 -1.998 2.713  0.034
63 F 2.840 -0.522 -4.379  0.157
64 C 1.975 0.333 -3.851  -0.673
65 F 2.637 1.122 -2.992  0.106
66 F 1.449 1.103 -4.797  0.157
67 S 0.670 -0.631 -3.000  0.625
68 O -0.050 0.499 -2.300  -0.468
69 O 1.452 -1.411 -2.064  -0.370
70 N -0.071 -1.214 -4.179  -0.257
71 S -0.051 -2.740 -4.732  0.640
72 O -0.412 -3.708 -3.744  -0.262
73 O 1.085 -2.955 -5.572  -0.255
74 C -1.505 -2.582 -5.852  -0.689
75 F -1.448 -3.608 -6.700  0.143
76 F -1.486 -1.445 -6.534  0.154
77 F -2.635 -2.648 -5.160  0.146
78 O -3.139 -0.238 1.959  0.098
79 C -3.096 -0.688 0.839  -0.479
80 N -2.178 -0.324 -0.158  -0.157
81 S -2.410 -1.227 -1.486  0.621
82 O -1.172 -1.985 -1.623  -0.404
83 O -2.869 -0.501 -2.636  -0.261
84 C -3.684 -2.247 -0.879  -0.225
85 C -4.332 -3.298 -1.501  -0.013
86 C -5.349 -3.904 -0.777  -0.056
87 C -5.691 -3.458 0.503  -0.054
88 C -5.017 -2.400 1.099  0.006
89 C -4.000 -1.800 0.381  -0.147
90 H -4.058 -3.630 -2.494  0.125
91 H -5.885 -4.738 -1.211  0.109
92 H -6.495 -3.949 1.036  0.107
93 H -5.262 -2.046 2.092  0.125


Which of these has the lowest total charge? C31H34BrN5O3SSeSr


Which of these has the lowest total charge? C31H34BrN5O3SSeSr


Which formula does entry 2 have? C31H34F24N2O8PS


The lowest total charge belongs to which entry? C31H34BrN5O3SSeSr